Entry from OMol25: a molecular structure, C33H22F11NO6P2S3Sn (ωB97M-V/def2-TZVPD).

Results
- 2S+1 = 1
- F_max (eV/Å) = 0.52
- relative energy (zero: lowest compared OMol25 entry of this formula, charge and spin) (kcal/mol) = 0.16
- HOMO energy (eV) = -7.9

Geometry as XYZ:
```
79
Properties=species:S:1:pos:R:3:forces:R:3
Sn 0.215031 -0.542821 0.075144 -0.3 -0.1 -0.4
S 1.213682 0.628586 3.858782 -0.2 0.2 -0.5
S 1.214133 -1.828025 2.769070 0.2 0.0 0.3
S -0.283152 -2.920930 -0.829719 0.2 0.0 0.0
P -0.101572 0.828370 -3.299701 0.0 0.4 -0.2
P -0.363814 3.011778 -1.215154 0.0 0.3 -0.1
F 3.177360 1.282011 2.180188 0.0 -0.1 0.0
F -1.647543 -5.550674 -0.612755 0.0 0.0 0.0
F 1.661110 -4.373256 2.522736 0.0 0.0 -0.1
F -4.041878 -6.091995 0.467796 0.0 0.0 0.0
F 3.852469 0.379009 4.027241 0.0 0.0 0.0
F 0.912587 -3.788839 4.467559 0.0 0.0 0.0
F -5.535550 -4.110664 1.579939 0.0 0.0 0.0
F 3.142475 2.421295 4.010294 0.0 0.0 0.0
F -4.585160 -1.557514 1.582441 0.0 0.0 0.0
F -2.214437 -0.980931 0.480764 0.0 0.0 0.0
F 2.970444 -3.371949 3.924721 0.0 0.0 0.0
O -0.735779 1.941212 -0.253951 0.0 -0.1 0.0
O -0.147484 -2.001670 2.300381 -0.1 0.1 0.0
O 0.478613 0.961779 2.656309 0.2 0.0 0.0
O 2.154826 -1.540566 1.699433 0.1 -0.1 0.0
O -0.581092 -0.106889 -2.242569 0.0 -0.4 0.2
O 0.864259 1.280505 5.072211 0.1 -0.2 0.3
N 1.376302 -0.939560 4.052727 -0.1 0.0 -0.2
C 1.724737 -3.451749 3.472461 -0.1 0.1 0.2
C -0.561718 1.173673 -6.049123 0.0 0.0 0.0
C -3.581130 -4.840348 0.477022 0.0 0.0 0.0
C -0.791721 0.408208 -4.908245 0.0 0.0 0.1
C -0.682177 2.525649 -2.958423 0.1 -0.2 0.2
C 1.382212 3.443534 -1.162147 -0.1 0.1 0.0
C -1.828908 -3.256126 -0.094435 -0.1 0.1 0.1
C -1.599678 6.771635 -0.177647 0.0 0.0 0.0
C 4.091377 4.014725 -1.035723 0.0 0.0 0.0
C -2.238213 -1.043769 -6.162439 0.0 0.0 0.0
C -3.525973 5.493644 -0.850245 0.0 0.0 0.0
C -1.327139 4.516297 -0.962573 0.0 -0.1 -0.1
C 3.743593 -0.360704 -2.991043 0.0 0.0 0.0
C -2.968730 6.671980 -0.369944 0.0 0.0 0.0
C 3.274770 4.727017 -1.906970 0.0 0.0 0.0
C -0.775119 5.694786 -0.472530 0.0 0.0 0.0
C -2.708031 4.415700 -1.140793 0.1 0.0 0.0
C -1.179066 0.832146 -7.240480 0.0 0.0 0.0
C 2.361660 -0.286096 -2.911189 0.0 0.0 0.0
C -2.022331 -0.271106 -7.293714 0.0 0.0 0.0
C -1.622698 -0.707033 -4.965231 0.0 0.0 0.0
C 2.416855 1.868815 -3.989790 0.0 0.0 0.1
C 2.957544 1.207461 3.496556 -0.1 -0.1 0.2
C 1.921156 4.443531 -1.971416 0.0 0.0 0.0
C 4.461237 0.682769 -3.557189 0.0 0.0 0.0
C -2.348822 -4.549126 -0.077455 0.0 0.1 0.0
C -2.631433 -2.279471 0.480819 0.0 -0.2 -0.1
C -3.862000 -2.541122 1.046231 0.0 0.1 0.0
C -4.345462 -3.836184 1.045966 0.0 0.0 0.0
C 1.694146 0.833116 -3.403791 -0.1 0.0 -0.1
C 2.199780 2.739726 -0.285219 -0.1 0.0 0.0
C 3.798832 1.796855 -4.055050 0.0 0.0 0.0
C 3.557493 3.023680 -0.225652 0.1 0.0 0.0
H 1.281403 5.004081 -2.645251 0.0 0.0 0.0
H -1.765924 2.460276 -3.084877 0.0 0.1 -0.1
H -2.508237 -0.529235 -8.225569 0.0 0.0 0.0
H -4.596077 5.414577 -0.987886 0.0 0.0 0.0
H 4.255062 -1.236805 -2.615178 0.0 0.0 0.0
H -1.173833 7.687020 0.211415 0.0 0.0 0.0
H 1.908751 2.743541 -4.377074 0.0 0.0 0.0
H -1.005143 1.424788 -8.128925 0.0 0.0 0.0
H -3.138069 3.480616 -1.480075 -0.1 0.0 0.0
H 5.540678 0.630121 -3.611019 0.0 0.0 0.0
H -1.769076 -1.295158 -4.067542 -0.1 0.0 0.0
H 4.188881 2.475546 0.461097 0.0 0.0 -0.1
H -2.887084 -1.908020 -6.211257 0.0 0.0 0.0
H 5.148684 4.241281 -0.985934 0.0 0.0 0.0
H 3.694018 5.503184 -2.534382 0.0 0.0 0.0
H -3.607569 7.514336 -0.138700 0.0 0.0 0.0
H -0.283881 3.267781 -3.651976 0.0 0.0 0.0
H 1.791329 -1.101904 -2.481222 0.0 0.0 0.0
H 4.356726 2.615699 -4.490146 0.0 0.0 0.0
H 0.103200 2.029311 -6.014080 0.0 0.0 0.0
H 1.760816 1.981730 0.353396 0.1 0.1 0.0
H 0.292277 5.770440 -0.310912 0.0 0.0 0.0
```
Positions in Å, forces in eV/Å.